Entry from OMol25: 5 unconnected molecules or ions with the total composition C16H22ClN4O4 at a distorted geometry (ωB97M-V/def2-TZVPD).

Calculated values
Multiplicity: 1
Charge: -1

Each line ends with the natural charge from an NBO analysis.
Cartesian coordinates (Å):
Cl1 -0.68733 -2.51275 -0.78751  2.533
O1 -0.65244 -1.07645 -0.97593  -0.898
O2 -2.04324 -3.00872 -0.86076  -0.867
O3 -0.19346 -2.82384 0.55006  -0.898
O4 0.08854 -3.16576 -1.80608  -0.849
N1 -3.82778 1.25619 1.55853  -0.352
N2 2.69007 -1.28584 0.02411  -0.494
N3 -2.35021 -1.88403 2.94161  -0.494
N4 0.76931 2.00969 -5.30664  -0.517
C1 4.88315 -1.47365 -0.00634  -0.329
C2 1.99495 1.53712 -4.92343  -0.096
C3 -0.76464 3.63933 1.77300  -0.613
C4 4.51746 -0.27747 -0.68787  -0.318
C5 -3.30156 -2.60760 4.80308  -0.328
C6 -0.22663 1.26250 -4.71875  -0.092
C7 0.37359 0.27282 -3.98670  -0.296
C8 3.73147 -2.04807 0.46027  -0.071
C9 -3.02061 -2.93726 3.50246  -0.071
C10 1.77586 0.48462 -4.07128  -0.295
C11 -1.12169 3.06473 0.41026  -0.377
C12 3.14797 -0.18783 -0.63842  -0.080
C13 -1.48223 1.56843 0.47082  -0.530
C14 -2.21943 -0.88439 3.84789  -0.068
C15 -2.78184 1.36462 1.09604  0.299
C16 -2.81065 -1.29051 5.01876  -0.315
H1 -0.38224 4.66076 1.67895  0.204
H2 2.44067 0.50736 -1.05870  0.217
H3 2.91482 1.99895 -5.23763  0.201
H4 -0.25593 3.14877 -0.25192  0.208
H5 5.90812 -1.78143 0.12321  0.207
H6 -1.99631 -1.89770 1.99746  0.441
H7 0.02249 3.06769 2.26552  0.207
H8 2.52057 -0.12888 -3.59008  0.232
H9 -2.85406 -0.74825 5.94883  0.205
H10 1.72175 -1.43549 0.26907  0.441
H11 -1.92784 3.62563 -0.06201  0.204
H12 -0.11324 -0.48286 -3.39131  0.258
H13 -1.23309 1.41569 -5.07172  0.202
H14 -3.19731 -3.80691 2.89335  0.213
H15 5.20901 0.41012 -1.14649  0.205
H16 0.60640 2.70795 -6.00839  0.399
H17 -0.68491 0.96594 0.90567  0.257
H18 -1.52655 1.17850 -0.55003  0.281
H19 3.55972 -2.94532 1.02810  0.212
H20 -3.79906 -3.23320 5.52640  0.207
H21 -1.78542 0.07299 3.61744  0.204
H22 -1.63622 3.70376 2.42706  0.211

=====

Entry from OMol25: a single C16H22ClN5O2 molecule at a distorted geometry (ωB97M-V/def2-TZVPD).

Calculated values
Multiplicity: 1
Charge: 0

Each line ends with the natural charge from an NBO analysis.
Cartesian coordinates (Å):
Cl1 -2.03752 2.26758 5.75083  -0.052
O1 -2.64041 1.52342 -2.24987  -0.649
O2 -0.37256 0.48712 3.82120  -0.487
N1 1.87909 3.27542 5.80405  -0.509
N2 0.89654 -2.56873 -4.67017  -0.428
N3 0.26548 4.11963 6.81886  -0.752
N4 1.65387 1.45193 4.37313  -0.551
N5 -1.69871 -0.08828 -0.99406  -0.396
C1 -0.81482 -1.05199 1.98080  -0.437
C2 -1.88207 0.46182 -2.19005  0.600
C3 0.60846 3.15170 6.01564  0.359
C4 -0.56081 -0.87787 -0.56879  -0.206
C5 1.71551 -1.39645 -4.41132  -0.428
C6 -2.05129 0.43088 0.30385  -0.205
C7 -0.51647 -2.03924 -4.79765  -0.308
C8 0.40176 1.37750 4.49944  0.522
C9 0.30872 0.76692 1.43390  -0.454
C10 2.38077 2.38369 4.97534  0.302
C11 -1.54897 -0.17612 -3.46271  -0.266
C12 -0.72365 -0.13316 0.76615  0.026
C13 -0.21745 2.24602 5.37600  -0.135
C14 0.22377 -0.14597 2.64103  0.115
C15 1.32376 -3.27741 -5.88515  -0.413
C16 -1.11952 -1.59503 -3.60908  -0.110
H1 -1.65083 0.36156 -4.37985  0.227
H2 -0.55215 -1.14873 -5.50589  0.178
H3 0.10582 1.76992 1.73636  0.232
H4 3.44069 2.46776 4.75571  0.186
H5 -2.95902 0.08129 0.69476  0.204
H6 1.50498 -1.05777 -3.36436  0.203
H7 1.00239 4.75443 6.65810  0.405
H8 -2.03859 1.51892 0.28048  0.217
H9 -0.98469 -2.31400 -2.79528  0.206
H10 2.78966 -1.71717 -4.39249  0.202
H11 0.63645 -4.19550 -5.96420  0.197
H12 -1.13123 -2.95347 -5.07302  0.219
H13 2.40301 -3.56998 -5.82454  0.212
H14 0.31534 -0.62162 -1.16078  0.193
H15 -0.31987 -2.07035 1.89688  0.210
H16 -0.67864 4.38920 6.71088  0.386
H17 1.29091 0.71944 0.99413  0.221
H18 -0.53909 -1.92330 -0.50517  0.193
H19 -1.81549 -1.11231 2.46448  0.233
H20 1.55065 -0.59920 -5.15012  0.171
H21 1.10470 -0.64386 2.93699  0.196
H22 1.05150 -2.72864 -6.73447  0.173

=====

Entry from OMol25: a single C16H22ClNO5S molecule at a distorted geometry (ωB97M-V/def2-TZVPD).

Calculated values
Multiplicity: 1
Charge: 0

Each line ends with the natural charge from an NBO analysis.
Cartesian coordinates (Å):
Cl1 -4.80756 -2.79300 -0.15741  0.002
S1 -0.70517 0.63938 -0.38470  2.311
O1 4.15047 0.17275 0.47486  -0.513
O2 -0.15892 1.28428 0.77953  -0.952
O3 4.95103 -1.92257 0.46048  -0.601
O4 -0.47160 1.25183 -1.66282  -0.948
O5 -3.16592 2.80185 0.27083  -0.483
N1 -0.18066 -0.94969 -0.46407  -0.691
C1 -6.63252 -0.48165 0.60618  -0.633
C2 0.69373 -1.27958 -1.56962  -0.223
C3 -4.72074 1.13367 0.41378  -0.238
C4 -4.28625 -1.15307 -0.01279  -0.068
C5 5.44859 0.69518 0.76257  -0.074
C6 -5.19985 -0.15566 0.33877  0.003
C7 -1.95453 3.43054 -0.10629  -0.278
C8 -2.48561 0.45112 -0.13721  -0.349
C9 -2.96173 -0.84913 -0.24074  -0.216
C10 2.14067 -0.88346 -1.28374  -0.416
C11 2.61091 -1.55019 0.01375  -0.308
C12 1.67281 -1.14920 1.15767  -0.421
C13 0.23264 -1.51720 0.80318  -0.225
C14 6.27041 0.86501 -0.50691  -0.634
C15 4.03904 -1.14684 0.33612  0.810
C16 -3.37920 1.48055 0.16998  0.338
H1 0.12166 -2.60524 0.73412  0.201
H2 -5.38707 1.94441 0.66472  0.227
H3 2.19122 0.20086 -1.17189  0.225
H4 5.95746 0.01740 1.45575  0.199
H5 0.31804 -0.74353 -2.44075  0.244
H6 1.72754 -0.07091 1.31077  0.242
H7 -7.08446 -0.93302 -0.27583  0.232
H8 6.45276 -0.10511 -0.96259  0.222
H9 5.74002 1.49584 -1.21610  0.211
H10 -1.62746 3.11299 -1.09696  0.204
H11 7.22418 1.32503 -0.26520  0.217
H12 -7.18884 0.41152 0.87314  0.220
H13 0.61779 -2.35805 -1.74636  0.197
H14 -2.18610 4.49519 -0.11345  0.195
H15 -1.15906 3.22809 0.61178  0.210
H16 1.96186 -1.65395 2.08105  0.219
H17 -2.26734 -1.62840 -0.50555  0.252
H18 -6.70673 -1.20461 1.41709  0.232
H19 5.26538 1.65679 1.24584  0.190
H20 -0.45006 -1.13824 1.56476  0.228
H21 2.60258 -2.63914 -0.10715  0.219
H22 2.77657 -1.18289 -2.11859  0.220

=====

M: 369.83; 351.84; 375.87 (g/mol)
Orbital gap: 8.2; 9.1; 9.3 (eV)
Energy relative to the best compared isomer or geometry (same formula, charge and spin): 5.4; 65.6; 4.7 (kcal/mol)